1.
Molecular formula: C9H11N2OS
Method: DFT, ωB97M-V/def2-TZVPD

Cartesian coordinates (Å):
C  0.773  -0.531  -0.072
H  -1.597  0.557  1.862
N  -0.156  0.460  -0.207
C  1.570  -2.738  -0.167
H  -2.076  -1.168  1.378
H  -2.378  2.372  -0.052
C  0.690  1.845  -0.383
H  0.237  2.837  -0.294
S  2.198  1.595  0.592
H  4.101  -0.790  0.186
N  2.843  -2.339  -0.177
H  -3.420  1.530  -0.856
H  -0.471  -2.265  -0.209
H  -1.784  -0.459  -1.086
C  2.137  -0.163  0.115
C  -1.597  0.302  -0.272
H  -3.087  0.256  1.211
H  -1.994  1.768  -1.746
C  -2.103  -0.104  1.170
C  0.510  -1.890  -0.189
C  -2.323  1.559  -0.673
C  3.113  -1.090  0.049
H  1.463  -3.872  -0.213
O  3.348  2.328  0.035

Output
LUMO energy (spin up / spin down)	-0.257 / -0.260	Ha
energy relative to the best compared isomer or geometry (same formula, charge and spin)	3.731	eV
total charge	+1

Atom charges from the Mulliken analysis, given in e for atoms 1 to 2:
1. C 0.834
2. H 0.398

2.
Molecular formula: C6H11NO
Method: DFT, ωB97M-V/def2-TZVPD

Cartesian coordinates (Å):
H  -2.880  0.778  1.323
C  2.847  0.433  -0.025
C  -0.711  0.367  -0.935
C  0.701  0.079  -1.135
H  1.112  0.671  -1.954
C  -2.857  0.618  0.239
H  -2.857  1.613  -0.223
C  -1.624  -0.164  -0.125
C  1.541  -0.312  -0.161
H  2.901  1.286  -0.713
H  -2.124  -1.425  1.235
H  2.889  0.866  0.985
H  -3.764  0.095  -0.064
N  1.237  -1.157  0.892
H  3.716  -0.206  -0.173
H  1.956  -1.867  1.014
H  -0.970  1.304  -1.434
O  -1.446  -1.362  0.542
H  0.334  -1.615  0.714

Output
LUMO energy	0.030	Ha
energy relative to the best compared isomer or geometry (same formula, charge and spin)	2.007	eV
SMILES	C/C(N)=C/C=C(/C)O

Atom charges from the Mulliken analysis, given in e for atoms 1 to 2:
1. H 0.368
2. C -1.263

3.
Molecular formula: C20H31FN8O2Ta
Method: DFT, ωB97M-V/def2-TZVPD

Cartesian coordinates (Å):
C  -4.616  -2.080  0.262
C  4.021  0.748  1.938
H  0.466  2.903  -0.987
H  3.654  -4.114  -0.430
H  2.140  1.651  4.609
C  -2.449  -1.762  -0.667
C  2.425  1.328  3.616
H  -0.182  -2.177  0.865
C  -2.262  3.547  -1.979
F  -5.781  -2.697  0.237
C  1.855  -0.690  -2.031
H  -0.583  4.804  -1.432
C  -0.004  1.304  2.998
H  -2.974  0.263  2.011
C  1.372  -2.350  -0.276
N  -1.725  1.126  -1.534
H  1.054  -3.394  2.149
H  2.861  -2.420  -1.671
N  2.563  -0.526  -3.144
C  -2.151  -0.770  0.293
C  -3.665  -2.413  -0.698
N  0.108  2.613  -0.079
C  -1.613  2.273  -2.506
C  3.750  1.148  3.237
H  4.554  1.325  3.940
C  2.969  0.530  1.063
N  2.103  -1.842  -1.337
H  -2.071  5.190  -0.619
H  -1.711  -2.051  -1.414
H  -3.895  -3.174  -1.432
C  -1.023  3.569  0.267
Ta  -0.328  0.367  0.149
C  2.621  -4.429  -0.592
H  3.163  0.235  0.041
H  -0.564  2.430  -2.775
H  -2.635  1.204  -1.074
N  0.403  -1.619  0.252
N  0.991  0.204  -1.591
H  -1.848  0.269  -2.076
H  -2.472  4.184  -2.839
H  2.519  -5.441  -0.215
C  -3.148  -0.476  1.241
H  -0.662  4.240  1.044
H  3.147  -1.254  -3.530
H  0.919  0.971  -2.253
N  1.677  -3.565  0.136
H  2.382  -4.460  -1.656
C  -4.374  -1.123  1.231
C  1.005  -4.109  1.329
H  -0.033  -4.368  1.109
N  1.688  0.689  1.418
O  -0.461  1.706  4.009
C  1.443  1.091  2.679
H  5.037  0.613  1.595
H  2.501  0.322  -3.687
C  -1.462  4.352  -0.959
H  -3.244  3.289  -1.566
H  -1.848  2.998  0.695
H  -2.120  1.965  -3.420
O  -0.757  0.970  1.902
H  0.884  2.798  0.553
H  -5.137  -0.904  1.967
H  1.524  -5.010  1.635

Output
LUMO energy	-0.355	Ha
energy relative to the best compared isomer or geometry (same formula, charge and spin)	0.208	eV
total charge	+3

Atom charges from the Mulliken analysis, given in e for atoms 1 to 2:
1. C 0.251
2. C -0.948

4.
Molecular formula: C33H41CrN5
Method: DFT, ωB97M-V/def2-TZVPD

Cartesian coordinates (Å):
H  0.633  2.026  3.692
C  -2.031  -4.419  1.825
C  -3.652  -1.651  3.928
H  -0.091  3.720  -7.026
C  -3.904  1.212  -0.270
H  3.632  1.370  -0.872
C  2.810  0.665  -1.076
H  3.195  -0.346  -0.898
C  0.461  2.710  -1.762
C  0.354  1.237  1.716
C  1.466  0.530  1.147
C  -1.045  3.330  -6.658
C  0.352  -2.012  0.174
H  -2.751  2.389  -4.771
N  -2.216  -0.899  2.104
H  -2.352  0.292  -2.026
C  -1.463  -4.386  3.101
C  0.163  -2.377  -3.396
H  -1.908  -4.909  3.948
H  -2.948  -4.978  1.630
C  0.033  1.262  3.172
H  -3.024  -1.211  4.720
H  -0.751  4.066  1.354
H  -4.680  1.874  0.148
H  0.256  0.295  3.645
C  1.842  -0.439  -5.013
C  -1.394  -3.735  0.796
H  2.553  0.139  -5.615
C  -4.272  -0.255  1.783
C  2.384  -0.355  1.930
H  1.140  1.699  -6.491
H  0.870  2.158  -2.617
H  -1.646  3.043  -7.532
C  -3.461  0.265  0.765
H  -1.583  4.137  -6.148
H  -5.331  -0.101  1.907
H  -3.081  1.845  -0.632
C  -0.475  -0.039  -4.063
H  -1.386  -1.317  2.520
Cr  -0.301  0.034  0.007
N  0.288  -2.924  2.343
H  -1.698  3.449  -0.013
H  -4.704  -1.549  4.222
C  -3.442  -0.966  2.642
C  -2.737  0.272  -3.057
H  -1.738  -3.769  -0.238
H  0.999  3.668  -1.691
H  0.247  -3.690  4.261
C  -1.827  1.806  -4.827
H  0.345  -2.719  -4.401
H  -1.024  1.501  3.348
H  -4.366  0.679  -1.113
N  -2.187  -0.189  0.933
C  0.349  1.417  -5.789
C  -1.209  3.161  0.925
H  -3.406  -2.722  3.858
H  -0.591  2.928  -1.989
C  0.312  -3.004  -2.213
C  -0.472  -0.909  -1.777
C  1.628  0.962  -0.212
N  -0.066  -2.104  -1.227
H  -1.981  2.819  1.628
H  1.841  -1.230  2.324
H  1.742  -1.422  -5.490
H  -3.594  0.949  -3.128
N  -0.293  -1.087  -3.120
H  2.562  0.753  -2.140
H  2.301  -0.585  -4.026
C  -0.188  2.101  0.698
H  1.446  -2.024  0.284
H  0.643  -3.995  -1.987
H  2.819  0.192  2.781
C  -0.272  -2.949  1.116
C  -1.667  0.693  -3.997
C  0.544  0.301  -4.964
H  3.208  -0.718  1.307
C  -0.273  -3.673  3.301
C  0.585  1.912  -0.506
C  -0.830  2.165  -5.738
H  -3.089  -0.753  -3.231

Output
spin multiplicity	5
LUMO energy (spin up / spin down)	0.160 / 0.158	Ha
total charge	-2

Atom charges from the Mulliken analysis, given in e for atoms 1 to 2:
1. H 0.344
2. C -0.711